No. 1
DFT (wB97M-V/def2-TZVPD) results for a cluster of 5 separate species, C24H34ClF12IO12S in total.

The net charge is 0. The maximum force comes out at 0.47 eV/A. Its SMILES is CC[C@H](I)[C@H]1OS(=O)(=O)O[C@H]1CCCCl.CCOC(=O)C(F)(F)F.CCOC(=O)C(F)(F)F.CCOC(=O)C(F)(F)F.CCOC(=O)C(F)(F)F. The LUMO energy is 0.5 eV. Its electronic energy is -114079.018 eV. The highest occupied orbital energy comes out at -9.494 eV.

Positions of all 85 atoms, in Å:
C -3.25763 2.23480 -2.78884
C -2.68521 0.84412 -3.06977
C -1.18320 0.66740 -2.80750
I -0.86294 0.28708 -0.70831
C -0.33419 1.87004 -3.17325
O 1.05531 1.63273 -2.84303
S 1.89786 2.88095 -3.34947
O 3.06174 2.39006 -4.00734
O 1.98724 3.87253 -2.32906
O 0.82201 3.39439 -4.40770
C -0.20174 2.37536 -4.62834
C 0.30092 1.48769 -5.77005
C -0.60803 0.32788 -6.19793
C -0.05976 -1.10704 -6.06266
Cl 1.22690 -1.34595 -4.84683
H -4.33558 2.16783 -2.62817
H -2.82865 2.67620 -1.88438
H -3.10263 2.93093 -3.61788
H -3.21410 0.11651 -2.45079
H -2.89207 0.54950 -4.10416
H -0.80227 -0.23122 -3.28341
H -0.67613 2.72546 -2.57973
H -1.09118 2.93033 -4.93421
H 1.31081 1.13837 -5.54432
H 0.39635 2.18666 -6.60615
H -0.83627 0.44476 -7.26117
H -1.57084 0.40386 -5.68759
H -0.86058 -1.79652 -5.80427
H 0.37249 -1.43995 -7.00512
C 2.24122 3.14452 0.90367
C 2.49097 3.52129 2.34204
O 2.31262 2.35751 3.19589
C 3.34016 1.53295 3.26878
O 4.42260 1.65679 2.78065
C 2.95639 0.29919 4.12228
F 1.75504 -0.17902 3.78086
F 2.90878 0.63656 5.42209
F 3.84868 -0.67067 3.97871
H 1.26130 2.67624 0.81631
H 2.26660 4.02765 0.26688
H 2.99247 2.44351 0.54050
H 1.75357 4.23164 2.71014
H 3.49225 3.91945 2.50136
C -0.65065 -1.20182 6.11466
C -0.39675 -2.37961 5.20423
O -1.63242 -3.09337 4.93706
C -2.39642 -2.60984 3.97252
O -2.17242 -1.69563 3.23567
C -3.68230 -3.46443 3.85603
F -4.23123 -3.69691 5.05106
F -3.39021 -4.64824 3.29680
F -4.58080 -2.85323 3.09335
H -1.13100 -1.53152 7.03664
H 0.29946 -0.73150 6.36847
H -1.27860 -0.45708 5.63099
H 0.23944 -3.12693 5.67261
H 0.04137 -2.07478 4.25567
C 0.77454 3.99294 6.35259
C -0.58269 4.56301 6.01591
O -0.89034 4.36598 4.61163
C -1.34699 3.17010 4.28161
O -1.56563 2.24874 5.00964
C -1.69541 3.13844 2.77204
F -0.72008 3.69190 2.04051
F -2.81597 3.83515 2.55190
F -1.88318 1.89542 2.35054
H 1.54450 4.43479 5.72004
H 1.01333 4.21519 7.39313
H 0.78783 2.91303 6.22000
H -0.61569 5.64202 6.14485
H -1.37241 4.10413 6.60913
C 2.96224 -6.37793 -2.86640
C 1.72375 -7.20300 -3.12606
O 0.56340 -6.34914 -3.29873
C 0.40866 -5.81891 -4.49723
O 1.08823 -5.97955 -5.46658
C -0.86140 -4.93356 -4.51611
F -0.93042 -4.14378 -3.44402
F -1.95656 -5.70133 -4.54571
F -0.86304 -4.16076 -5.60149
H 2.81829 -5.73361 -1.99935
H 3.80339 -7.04231 -2.66702
H 3.20957 -5.76144 -3.72949
H 1.46498 -7.82848 -2.27551
H 1.82835 -7.82455 -4.01432

Cartesian forces, eV/Å:
-0.066 0.032 0.053
-0.012 -0.043 0.025
0.199 0.030 -0.022
-0.069 0.009 0.048
-0.135 -0.107 -0.247
-0.010 0.003 0.071
0.212 0.125 -0.034
-0.291 0.195 0.317
0.105 -0.268 -0.279
-0.018 0.044 -0.158
0.001 0.053 0.105
0.043 0.063 -0.047
-0.082 0.002 0.016
-0.124 0.018 -0.230
-0.085 0.034 0.182
0.084 0.008 -0.054
-0.044 -0.082 -0.038
0.089 -0.046 0.083
0.098 -0.003 -0.084
-0.003 0.122 0.011
0.019 -0.026 -0.057
0.017 -0.032 -0.064
0.008 -0.078 0.096
-0.125 0.011 0.063
0.119 -0.086 0.064
-0.071 0.008 0.107
0.071 -0.080 0.050
0.081 0.062 -0.022
0.008 0.046 0.089
-0.032 -0.094 -0.004
0.019 0.147 -0.038
0.004 -0.013 0.116
-0.106 -0.179 -0.026
0.060 0.041 -0.006
0.023 0.091 0.020
-0.047 -0.011 -0.020
-0.027 0.027 0.043
0.039 -0.017 -0.007
-0.015 0.045 -0.104
-0.014 -0.006 0.004
0.036 0.042 0.017
0.011 -0.026 -0.010
-0.004 -0.035 0.008
-0.010 -0.042 0.034
0.067 -0.007 -0.046
-0.092 0.073 -0.011
-0.018 -0.113 -0.105
0.054 0.022 0.121
0.054 0.024 -0.020
-0.023 0.004 0.058
0.013 -0.013 -0.004
-0.010 0.012 -0.021
0.019 0.012 -0.007
0.014 0.017 -0.001
-0.018 0.054 -0.045
-0.007 0.009 -0.002
-0.025 0.005 0.003
0.029 0.010 -0.013
-0.012 -0.004 0.045
0.104 -0.009 -0.065
-0.355 0.065 -0.063
0.117 -0.115 0.036
0.176 -0.090 -0.006
0.030 0.019 -0.042
-0.098 0.050 0.039
0.016 0.042 0.117
0.008 0.009 0.011
0.005 -0.001 -0.004
0.001 -0.036 -0.002
0.006 -0.008 -0.025
0.002 -0.009 -0.018
-0.014 0.027 0.008
0.025 -0.064 -0.011
-0.007 0.014 0.003
-0.102 0.076 0.007
0.046 -0.019 -0.012
0.168 0.002 -0.004
-0.029 0.026 0.051
-0.049 -0.031 0.005
-0.060 -0.049 -0.054
0.009 -0.010 0.000
0.005 0.003 -0.001
-0.002 -0.013 0.000
-0.001 0.016 0.000
0.000 0.015 0.005

Here are the Löwdin charges for atoms 1 to 4, given in e: -0.10, -0.30, -0.65, 0.98

=====

No. 2
DFT (wB97M-V/def2-TZVPD) results for a structure of composition C5H7NOS in a non-equilibrium geometry.

The net charge is 0. The maximum force comes out at 2.18 eV/A. The LUMO energy is 0.0 eV. Its electronic energy is -19669.023 eV. The highest occupied orbital energy comes out at -8.772 eV.

Positions of all 15 atoms, in Å:
C 0.77495 -1.01019 -0.77747
C 0.93756 0.49536 -0.75367
C -0.37172 1.22928 -0.64650
C -0.91198 -0.58048 0.85883
C 0.60138 -0.88233 0.70847
H 1.68723 0.99878 -1.38345
H -0.96957 1.05929 -1.53502
H -0.13992 2.23643 -0.52153
H -0.87922 1.30553 1.33251
H -1.33181 -0.78612 1.87986
H -1.47049 -1.31960 0.23245
H 1.06489 -1.66328 1.30926
N -1.14594 0.78176 0.50431
O 1.36401 0.31409 0.63162
S 0.79064 -2.17851 -1.83967

Cartesian forces, eV/Å:
-0.251 0.421 -0.124
0.979 -0.504 0.409
-1.023 -1.528 -0.248
-0.857 -1.687 1.073
0.087 -1.119 -0.915
-0.257 -0.326 0.142
-0.032 0.217 -0.417
0.111 1.885 0.028
-0.029 0.260 -0.406
0.667 0.399 -0.670
0.378 0.660 0.110
-0.277 0.097 0.284
-0.220 0.585 0.524
0.652 1.155 0.796
0.071 -0.515 -0.585

Here are the natural (NBO) charges for atoms 1 to 4, given in e: -0.09, -0.01, -0.24, -0.25

=====

No. 3
DFT (wB97M-V/def2-TZVPD) results for the ion C2H8N3 with charge +1 in a non-equilibrium geometry.

The net charge is +1. The maximum force comes out at 5.48 eV/A. The LUMO energy is -3.8 eV. Its electronic energy is -6662.891 eV. The highest occupied orbital energy comes out at -13.069 eV.

Positions of all 13 atoms, in Å:
C -1.50685 1.29363 -0.10980
C 0.64131 0.63929 -0.84102
N -0.51737 0.41621 -0.05783
N -0.55930 -0.63247 0.76254
N 0.52968 -1.54350 0.88606
H -1.55128 2.00201 -0.89082
H -2.32989 1.03713 0.51025
H 1.47556 1.18939 -0.22163
H 0.92978 -0.14989 -1.40955
H 0.33072 1.41298 -1.56689
H 1.08159 -1.82474 0.10388
H 0.11282 -2.50137 1.38055
H 1.36324 -1.33867 1.45427

Cartesian forces, eV/Å:
1.170 -2.760 0.662
1.221 5.305 0.591
-0.278 0.522 0.300
-2.138 -0.493 1.529
0.163 -2.384 1.697
0.281 0.661 -0.439
-0.620 0.200 0.457
-1.416 -1.582 -1.029
1.066 -2.635 -1.231
0.464 -0.363 0.177
-0.334 -0.678 -2.040
0.970 3.186 -1.791
-0.549 1.021 1.119

Here are the natural (NBO) charges for atoms 1 to 4, given in e: -0.09, -0.46, -0.07, -0.29